(1)
Entry from the OMol25 dataset: C17H44CrN3O12P2 as an isolated structure in a non-equilibrium geometry (ωB97M-V/def2-TZVPD).

XYZ file:
```
79
Properties=species:S:1:pos:R:3:lowdin_charge:R:1
Cr -0.026 -0.221 0.091 0.718
C -0.735 -3.601 -2.267 -0.099
C -0.916 -2.993 -0.878 -0.444
O 0.098 -2.140 -0.516 -0.347
H -1.452 -4.415 -2.414 0.072
H 0.268 -4.020 -2.357 0.066
H -0.889 -2.857 -3.054 0.046
H -1.037 -3.827 -0.157 0.103
H -1.894 -2.460 -0.838 0.075
C 2.881 -1.360 2.395 0.033
C 1.586 -0.827 2.954 -0.510
O 0.636 -0.589 2.218 -0.012
N 1.499 -0.707 4.296 0.023
C 0.304 -0.374 5.020 -0.058
H 2.636 -2.274 1.853 0.105
H 3.540 -1.706 3.195 0.082
H 3.319 -0.625 1.730 0.071
H 2.338 -0.868 4.825 0.137
H -0.559 -0.356 4.364 0.074
H 0.404 0.577 5.550 0.087
H 0.108 -1.118 5.797 0.090
C -0.129 3.932 -0.522 0.035
C 0.272 3.033 0.618 -0.501
O -0.207 1.909 0.736 -0.012
N 1.205 3.492 1.462 0.037
C 1.663 2.768 2.637 -0.034
H -1.025 4.490 -0.238 0.098
H -0.373 3.302 -1.372 0.075
H 0.634 4.669 -0.773 0.082
H 1.503 4.451 1.394 0.143
H 1.378 3.314 3.542 0.093
H 2.747 2.669 2.627 0.088
H 1.183 1.798 2.707 0.064
C 0.259 1.553 -3.920 0.019
C -0.695 0.749 -3.078 -0.495
O -0.550 0.608 -1.867 -0.014
N -1.723 0.186 -3.752 0.036
C -2.763 -0.591 -3.103 -0.043
H 0.487 1.007 -4.834 0.093
H 1.174 1.742 -3.370 0.065
H -0.209 2.504 -4.181 0.094
H -1.908 0.559 -4.668 0.140
H -3.741 -0.203 -3.386 0.091
H -2.649 -0.604 -2.025 0.060
H -2.712 -1.635 -3.421 0.080
C -5.707 -0.497 0.182 -0.051
O -4.282 -0.677 0.044 -0.198
P -3.325 -0.437 1.243 0.339
O -1.924 -0.467 0.847 -0.230
O -3.797 0.918 1.872 -0.176
C -3.035 1.467 2.955 -0.065
O -3.680 -1.502 2.335 -0.185
C -4.090 -2.847 2.027 -0.053
H -6.055 -0.769 1.177 0.091
H -6.177 -1.131 -0.565 0.097
H -5.964 0.537 -0.034 0.096
H -2.015 1.073 2.974 0.072
H -3.512 1.247 3.908 0.097
H -2.953 2.542 2.813 0.094
H -3.828 -3.125 1.006 0.090
H -5.168 -2.935 2.150 0.090
H -3.584 -3.511 2.719 0.095
C 3.730 2.580 -0.958 -0.069
O 3.396 1.583 -1.913 -0.193
P 3.010 0.133 -1.472 0.325
O 1.981 0.044 -0.428 -0.237
O 2.667 -0.455 -2.856 -0.188
C 2.458 -1.888 -3.001 -0.020
O 4.323 -0.537 -0.959 -0.193
C 5.491 -0.535 -1.812 -0.052
H 3.514 2.265 0.067 0.080
H 3.159 3.487 -1.152 0.087
H 4.792 2.816 -1.024 0.098
H 2.972 -2.183 -3.913 0.099
H 1.395 -2.065 -3.067 0.067
H 2.889 -2.432 -2.163 0.099
H 6.312 -0.112 -1.238 0.095
H 5.333 0.035 -2.724 0.092
H 5.742 -1.565 -2.057 0.096
```

Output
Gap between HOMO and LUMO (alpha / beta) = 6.638 / 7.977 eV
Spin multiplicity = 5
HOMO level (alpha / beta) = -8.31 / -9.65 eV
Net charge = +1

(2)
Entry from the OMol25 dataset: a 4-piece molecular cluster, C17H45BNO7S overall in a non-equilibrium geometry (ωB97M-V/def2-TZVPD).

XYZ file:
```
72
Properties=species:S:1:pos:R:3:lowdin_charge:R:1
C 2.821 -3.590 0.146 -0.048
B 2.847 -2.042 -0.408 -0.540
O 4.143 -1.568 -0.994 -0.022
S 1.424 -0.819 -0.401 1.114
C -0.157 -1.569 -1.095 -0.376
C -1.496 -1.196 -0.167 -0.215
C -2.704 -2.181 -0.766 -0.158
C -2.522 -3.707 -0.139 -0.265
N -2.049 -4.699 -1.190 -0.058
H 3.530 -4.217 -0.580 0.112
H 3.306 -3.717 1.229 0.118
H 1.770 -4.105 0.145 0.070
H 4.009 -1.729 -1.987 0.113
H 1.799 0.160 -1.377 0.070
H -0.388 -1.236 -2.198 0.130
H -0.011 -2.734 -1.093 0.088
H -1.759 -0.049 -0.298 0.117
H -1.228 -1.422 0.949 0.117
H -3.776 -1.735 -0.621 0.108
H -2.471 -2.257 -1.933 0.121
H -1.737 -3.693 0.736 0.108
H -3.574 -3.980 0.331 0.134
H -2.228 -5.693 -0.852 0.090
H -1.007 -4.662 -1.328 0.050
C 6.257 -3.132 -3.104 -0.105
O 5.185 -2.984 -4.027 -0.212
C 5.340 -1.826 -4.853 -0.199
C 5.809 -2.208 -6.260 -0.191
O 7.152 -2.698 -6.241 -0.189
C 7.210 -4.115 -6.360 -0.105
H 6.165 -4.111 -2.624 0.095
H 7.229 -3.078 -3.601 0.092
H 6.191 -2.359 -2.331 0.074
H 6.023 -1.103 -4.394 0.129
H 4.353 -1.356 -4.928 0.117
H 5.807 -1.311 -6.887 0.127
H 5.130 -2.939 -6.716 0.127
H 6.932 -4.414 -7.375 0.091
H 6.556 -4.608 -5.636 0.081
H 8.240 -4.435 -6.173 0.094
C -6.866 2.654 1.890 -0.106
O -5.634 3.281 1.555 -0.191
C -4.513 2.621 2.148 -0.187
C -3.761 1.773 1.119 -0.201
O -4.542 0.647 0.709 -0.215
C -5.118 0.832 -0.579 -0.116
H -7.656 3.100 1.279 0.092
H -6.839 1.579 1.693 0.082
H -7.099 2.834 2.945 0.090
H -4.822 2.014 3.007 0.130
H -3.841 3.405 2.515 0.116
H -2.853 1.376 1.586 0.112
H -3.459 2.378 0.256 0.126
H -4.337 0.789 -1.345 0.079
H -5.653 1.783 -0.649 0.090
H -5.827 0.018 -0.760 0.092
C 0.677 5.802 4.180 -0.113
O -0.255 6.153 5.197 -0.191
C -1.604 6.136 4.722 -0.191
C -2.345 4.886 5.201 -0.191
O -1.831 3.708 4.572 -0.215
C -0.992 2.956 5.441 -0.110
H 1.659 5.673 4.643 0.090
H 0.401 4.869 3.683 0.078
H 0.743 6.610 3.444 0.088
H -1.638 6.219 3.629 0.124
H -2.098 7.020 5.142 0.126
H -3.397 4.967 4.911 0.121
H -2.303 4.798 6.294 0.128
H -1.594 2.485 6.223 0.089
H -0.218 3.581 5.895 0.086
H -0.506 2.170 4.855 0.084
```

Output
Gap between HOMO and LUMO = 6.551 eV
HOMO level = -10.91 eV
Net charge = +1

(3)
Entry from the OMol25 dataset: C17H45N4O7Ti as an isolated structure in a non-equilibrium geometry (ωB97M-V/def2-TZVPD).

XYZ file:
```
74
Properties=species:S:1:pos:R:3:lowdin_charge:R:1
Ti 1.185 0.182 1.414 0.618
O 0.836 -0.876 5.552 0.122
C 0.582 -0.354 4.354 -0.863
O 1.324 0.553 3.930 -0.074
O -0.236 -0.870 3.584 -0.050
H 0.186 -1.564 5.394 0.099
C -0.643 3.164 2.415 -0.048
C -1.589 2.237 1.638 -0.366
C -2.630 3.023 0.744 -0.166
O -3.565 2.121 0.109 -0.208
C -4.458 2.751 -0.757 -0.128
N -0.808 1.555 0.634 -0.003
H 0.132 2.552 2.877 0.055
H -1.038 3.848 3.165 0.079
H -0.143 3.857 1.738 0.074
H -2.053 1.534 2.330 0.145
H -2.097 3.655 0.033 0.119
H -3.182 3.661 1.434 0.117
H -3.910 3.334 -1.498 0.074
H -5.125 3.354 -0.141 0.092
H -4.981 2.005 -1.355 0.082
H -0.254 2.183 0.070 0.037
H -1.458 1.034 0.063 0.053
C 4.912 1.587 -0.284 -0.058
C 3.723 0.643 0.082 -0.382
C 3.945 -0.460 1.174 -0.195
O 2.951 -1.475 1.086 -0.256
C 3.335 -2.721 1.713 -0.050
N 2.756 1.663 0.487 -0.051
H 5.108 2.401 0.413 0.084
H 4.718 1.965 -1.287 0.074
H 5.785 0.952 -0.440 0.068
H 3.357 0.183 -0.835 0.124
H 4.130 -0.049 2.166 0.139
H 4.925 -0.819 0.860 0.119
H 3.991 -3.201 0.987 0.092
H 2.532 -3.437 1.894 0.079
H 3.874 -2.592 2.652 0.097
H 3.041 1.968 1.406 0.087
H 2.721 2.476 -0.112 0.076
C -1.468 -3.525 1.548 -0.053
C -0.301 -3.094 0.710 -0.386
C -0.325 -3.632 -0.721 -0.197
O -0.621 -5.006 -0.685 -0.178
C -0.803 -5.674 -1.930 -0.103
N -0.465 -1.639 0.708 0.011
H -2.378 -3.313 0.987 0.091
H -1.601 -3.071 2.530 0.083
H -1.471 -4.608 1.671 0.078
H 0.700 -3.269 1.106 0.114
H 0.579 -3.311 -1.239 0.125
H -1.077 -3.192 -1.376 0.120
H 0.085 -5.728 -2.561 0.082
H -1.599 -5.270 -2.556 0.082
H -1.099 -6.715 -1.802 0.084
H -0.604 -1.430 1.686 0.016
H -1.408 -1.470 0.389 0.080
C 0.595 0.550 -2.380 -0.053
C -0.122 1.827 -2.837 -0.393
C -1.617 1.635 -2.806 -0.217
O -2.056 0.711 -3.786 -0.178
C -3.451 0.317 -3.714 -0.069
N 0.338 2.918 -1.943 0.040
H 0.373 0.289 -1.345 0.036
H 1.675 0.565 -2.529 0.070
H 0.189 -0.254 -2.993 0.080
H 0.217 2.110 -3.834 0.136
H -2.194 2.558 -2.866 0.117
H -1.908 1.323 -1.803 0.097
H -3.571 -0.260 -2.797 0.086
H -3.834 -0.271 -4.547 0.085
H -4.094 1.194 -3.643 0.073
H 0.088 3.798 -2.371 0.076
H 1.348 2.915 -1.958 0.060
```

Output
Gap between HOMO and LUMO (alpha / beta) = 3.853 / 8.548 eV
Spin multiplicity = 4
HOMO level (alpha / beta) = -3.52 / -8.25 eV

Relative energy (zero: lowest compared OMol25 entry of this formula, charge and spin)
In order: 19.89 360.38 200.10
Unit: kJ/mol